1.
C28H35N9O2RuS2 | wB97M-V/def2-TZVPD

Each line ends with the Mulliken charge.
Element x y z (Å)
1 Ru 0.11 0.69 -0.04  0.912
2 S -1.19 0.44 2.99  1.421
3 S 1.10 3.13 0.01  -0.507
4 O -2.35 0.84 2.23  -1.008
5 O -1.26 -0.81 3.68  -0.689
6 N 0.10 0.45 1.96  0.734
7 N -0.56 0.15 -4.28  0.133
8 N 0.17 0.53 -2.10  -0.118
9 N -2.08 0.13 -2.56  -0.003
10 N 2.11 0.22 0.30  0.634
11 N -1.42 4.02 -0.10  -0.203
12 N 0.20 5.61 0.17  -0.126
13 N -3.90 0.08 -1.16  -0.363
14 N -1.89 0.89 -0.34  -0.218
15 C 1.37 0.13 2.54  0.062
16 C -0.45 3.68 6.03  -0.471
17 C -0.19 2.87 3.78  0.391
18 C -0.49 -6.80 -0.23  -0.456
19 C -0.13 4.33 0.02  0.771
20 C 4.73 -0.33 1.02  -0.612
21 C -2.60 0.37 -1.31  0.413
22 C -0.02 -2.63 0.04  -0.805
23 C -1.31 1.51 5.46  -0.370
24 C 0.78 0.36 -4.81  -1.041
25 C -1.11 2.52 6.39  -0.707
26 C 4.40 -0.14 -0.30  -1.094
27 C -1.11 -4.70 0.76  -0.447
28 C -0.75 6.71 0.18  -1.056
29 C -0.77 0.28 -2.97  0.469
30 C 0.44 -6.15 -1.04  -0.582
31 C -1.26 -6.06 0.67  -0.594
32 C 0.01 3.86 4.73  -0.766
33 C 3.74 -0.24 2.02  0.912
34 C -1.63 -0.25 -5.21  -1.057
35 C 0.60 -4.79 -0.96  -0.439
36 C -0.85 1.71 4.16  -0.219
37 C 2.98 -0.34 4.29  -1.073
38 C 3.07 0.13 -0.61  -0.153
39 C -0.17 -4.02 -0.05  1.241
40 C 2.43 0.04 1.62  -0.286
41 C 1.66 -0.07 3.87  -0.542
42 C 4.01 -0.43 3.40  -0.965
43 H 5.13 -0.21 -1.08  0.487
44 H -2.37 0.55 -5.33  0.359
45 H 0.73 0.41 -5.89  0.315
46 H -2.15 4.72 -0.05  0.254
47 H 3.17 -0.50 5.34  0.448
48 H -4.42 -0.42 -1.85  0.191
49 H 1.46 -0.45 -4.54  0.345
50 H -2.39 0.91 0.55  0.112
51 H -4.31 0.16 -0.24  0.233
52 H -1.18 -0.45 -6.18  0.315
53 H 1.19 5.81 0.22  0.271
54 H -1.46 2.38 7.41  0.421
55 H -1.69 3.06 -0.19  0.042
56 H -1.98 -6.57 1.31  0.394
57 H 1.04 -6.73 -1.73  0.389
58 H 0.89 -0.03 4.63  0.489
59 H -0.61 -7.87 -0.29  0.401
60 H 0.74 -2.13 -0.55  0.042
61 H -0.20 7.63 0.34  0.356
62 H -2.11 -1.17 -4.89  0.415
63 H -2.74 -0.17 -3.26  0.208
64 H -1.80 0.59 5.73  0.492
65 H 1.07 0.62 -2.55  -0.240
66 H 1.18 1.32 -4.47  0.421
67 H -1.28 6.78 -0.77  0.354
68 H -0.60 -2.07 0.76  0.128
69 H 0.19 2.98 2.78  0.036
70 H 5.75 -0.55 1.30  0.481
71 H 5.02 -0.65 3.72  0.465
72 H 0.55 4.76 4.47  0.449
73 H 1.33 -4.29 -1.59  0.346
74 H 2.78 0.27 -1.65  0.287
75 H -1.46 6.60 1.00  0.343
76 H -1.70 -4.13 1.47  0.408
77 H -0.29 4.46 6.77  0.422

Calculated values
ΔE to the lowest compared entry with this formula, charge and spin in kJ/mol: 0.0
2S+1: 5
Largest force on an atom in eV/A: 0.53
LUMO energy (spin up / spin down) in eV: -5.21 / -6.93
Net charge: +2
Expectation value of S²: 6.060

2.
C28H37BrN2O11 | wB97M-V/def2-TZVPD

Each line ends with the Mulliken charge.
Element x y z (Å)
1 Br 0.72 1.54 1.87  -0.092
2 O -1.65 -2.80 3.28  -0.586
3 O 6.28 2.06 -1.83  -0.513
4 O 3.14 5.67 0.77  -0.373
5 O -1.53 -5.43 -0.47  -0.608
6 O -6.02 0.00 1.95  -0.259
7 O 7.82 1.21 -3.20  -0.382
8 O 2.64 -0.90 2.30  -0.575
9 O -5.86 -1.78 0.61  -0.613
10 O 1.47 4.21 1.05  -0.603
11 O -2.41 2.25 -2.63  -0.445
12 O 3.48 -1.91 -0.91  -0.427
13 N 2.21 -3.22 0.62  -0.443
14 N -0.44 -4.37 1.20  0.187
15 C 1.22 -2.55 1.39  0.656
16 C -2.52 0.68 1.08  0.212
17 C -1.65 3.28 -2.04  -0.556
18 C -0.90 -4.45 -0.14  0.650
19 C 4.32 5.78 -0.06  -0.526
20 C 8.04 -0.02 -3.91  -0.417
21 C 7.28 -1.08 -3.11  -0.553
22 C -3.46 0.54 -1.22  -0.697
23 C -8.30 -0.06 2.51  -0.517
24 C -3.09 -0.27 0.03  0.840
25 C -7.90 -1.41 1.91  -0.579
26 C 3.33 3.66 -0.44  -0.252
27 C -6.95 0.52 2.91  -0.470
28 C -0.66 -3.36 -1.16  -0.847
29 C 0.02 -3.10 1.62  -0.086
30 C -6.50 -1.13 1.38  0.526
31 C 6.71 1.13 -2.44  0.395
32 C -2.14 -0.01 2.39  -1.647
33 C 0.34 -0.29 2.07  0.858
34 C -0.87 -0.80 2.29  0.428
35 C 1.52 -1.20 1.97  -0.074
36 C -2.24 0.97 -2.04  -0.762
37 C 6.12 -0.26 -2.54  -0.183
38 C 0.43 -5.50 1.58  -0.933
39 C 2.52 4.49 0.54  0.498
40 C -0.92 -2.29 2.48  -0.026
41 C 4.69 4.34 -0.40  -0.366
42 C 2.88 -2.55 -0.16  0.705
43 H 1.33 -5.15 2.09  0.386
44 H -1.32 0.94 -1.43  0.407
45 H 7.90 -1.44 -2.29  0.284
46 H 5.09 6.30 0.50  0.319
47 H -4.15 -0.02 -1.86  0.398
48 H -3.30 1.41 1.30  0.423
49 H -6.64 0.19 3.90  0.285
50 H -1.64 -2.97 -1.44  0.238
51 H -2.94 -0.72 2.62  0.326
52 H -8.76 0.56 1.73  0.271
53 H -6.93 1.61 2.87  0.316
54 H -0.21 -3.81 -2.03  0.362
55 H -4.01 -0.73 0.39  -0.188
56 H 7.64 0.09 -4.92  0.248
57 H 0.77 -6.03 0.69  0.356
58 H -2.12 0.68 3.23  0.461
59 H -9.00 -0.13 3.34  0.334
60 H 3.36 2.63 -0.12  0.176
61 H -7.83 -2.19 2.67  0.284
62 H 9.10 -0.21 -3.96  0.322
63 H -8.55 -1.73 1.10  0.328
64 H -0.72 3.46 -2.60  0.239
65 H -1.69 1.24 0.64  -0.240
66 H -0.07 -2.52 -0.81  0.136
67 H -3.98 1.45 -0.92  0.381
68 H -0.09 -6.22 2.21  0.316
69 H 6.98 -1.93 -3.70  0.332
70 H 5.30 3.91 0.40  0.251
71 H -2.37 -1.03 -0.30  -0.385
72 H 5.27 -0.23 -3.22  0.245
73 H 5.26 4.25 -1.33  0.296
74 H 4.07 6.37 -0.94  0.271
75 H -1.39 3.07 -1.00  0.171
76 H 2.86 3.74 -1.42  0.273
77 H -2.08 0.27 -2.86  0.326
78 H 5.79 -0.61 -1.57  0.203
79 H -2.23 4.20 -2.07  0.300

Calculated values
2S+1: 1
Largest force on an atom in eV/A: 1.44
SMILES string: COCCCCCC1=C(Br)C(=O)C(N=C=O)=C(N(C)C(C)=O)C1=O.O=C1CCCO1.O=C1CCCO1.O=C1CCCO1
LUMO energy in eV: -1.13

3.
C28H38AsN4OS2SiSn | wB97M-V/def2-TZVPD

Each line ends with the Mulliken charge.
Element x y z (Å)
1 Sn 0.64 0.63 -0.22  1.146
2 As 2.03 -1.11 1.42  0.795
3 S -1.03 2.10 -1.29  -0.576
4 S -3.82 2.03 -0.40  -0.104
5 Si 3.17 3.10 -0.36  -0.140
6 O 1.49 -0.34 -1.76  -0.776
7 N -1.06 -0.70 -0.52  -0.119
8 N 1.95 2.11 0.46  0.239
9 N 0.18 1.61 1.77  0.319
10 N -2.30 -0.11 -0.30  -0.285
11 C 1.50 -4.49 -1.95  -1.097
12 C -2.30 -2.48 -1.54  -1.146
13 C -5.23 -0.30 -1.14  0.628
14 C -1.02 -1.83 -1.13  0.561
15 C 0.75 3.49 3.66  -0.761
16 C -5.75 -2.22 -3.10  -0.523
17 C 0.28 -2.44 -1.47  0.192
18 C -0.62 1.71 2.84  0.254
19 C -1.80 0.79 2.91  -1.222
20 C 1.68 -3.00 1.63  -1.140
21 C 1.43 -1.68 -1.80  0.561
22 C 1.57 3.39 2.56  -0.652
23 C -5.00 0.71 -0.04  -1.031
24 C 2.62 -3.73 -2.31  -0.439
25 C -0.35 2.65 3.82  -0.888
26 C 2.57 -2.35 -2.24  -0.489
27 C -5.63 -1.58 -0.78  -0.391
28 C -2.34 1.13 -0.62  0.541
29 C 0.35 -3.84 -1.56  -0.721
30 C -5.35 -0.94 -3.46  -0.600
31 C 1.26 2.41 1.60  0.548
32 C 3.51 2.21 -1.96  -0.914
33 C -5.10 0.02 -2.49  -0.291
34 C 4.72 3.18 0.68  -1.019
35 C 2.09 -0.49 3.26  -1.208
36 C 2.47 4.80 -0.66  -1.079
37 C -5.89 -2.54 -1.75  -0.539
38 C 3.89 -1.06 0.91  -0.712
39 H -5.73 -1.84 0.27  0.385
40 H 3.42 -1.75 -2.53  0.548
41 H 5.47 3.78 0.16  0.412
42 H -2.91 -2.70 -0.66  0.360
43 H 2.80 -1.10 3.82  0.526
44 H -0.52 -4.43 -1.30  0.477
45 H -5.91 1.26 0.18  0.528
46 H 4.50 -1.55 1.67  0.474
47 H -5.25 -0.68 -4.51  0.407
48 H 2.31 -3.40 2.42  0.502
49 H -5.95 -2.97 -3.86  0.402
50 H 2.62 2.13 -2.59  0.272
51 H 1.53 -5.57 -2.00  0.415
52 H 1.91 -3.51 0.69  0.275
53 H 1.57 4.74 -1.28  0.305
54 H -6.20 -3.53 -1.46  0.404
55 H -4.69 0.21 0.87  0.328
56 H -0.99 2.73 4.68  0.523
57 H 4.02 -1.56 -0.04  0.273
58 H -2.22 0.76 3.91  0.553
59 H 3.89 1.20 -1.80  0.185
60 H 3.52 -4.22 -2.65  0.434
61 H 1.10 -0.58 3.71  0.343
62 H -2.57 1.12 2.21  0.125
63 H 0.63 -3.16 1.87  0.358
64 H 2.21 5.31 0.26  0.347
65 H 4.56 3.64 1.65  0.350
66 H -2.13 -3.39 -2.12  0.688
67 H 2.39 0.55 3.28  0.300
68 H -4.79 1.01 -2.78  0.451
69 H 2.43 4.03 2.43  0.391
70 H 3.20 5.42 -1.20  0.395
71 H 4.20 -0.02 0.82  -0.112
72 H -1.51 -0.23 2.61  0.167
73 H 4.26 2.76 -2.53  0.465
74 H 5.15 2.19 0.84  0.301
75 H -2.88 -1.78 -2.13  0.063
76 H 0.97 4.23 4.41  0.457

Calculated values
ΔE to the lowest compared entry with this formula, charge and spin in kJ/mol: 0.0
2S+1: 1
Largest force on an atom in eV/A: 0.09
LUMO energy in eV: -2.84
Net charge: +1

- 2S+1 of number 2 (C28H37BrN2O11)?
  1

- Which of these has the highest 2S+1?
  C28H35N9O2RuS2